--- A ---
{"formula": "C5H11NO2", "method": "ωB97M-V with the def2-TZVPD basis set", "multiplicity": 1, "total_charge": 0, "homo_ev": -8.28, "homo_lumo_gap_ev": 3.901, "symbols": ["C", "C", "N", "C", "C", "C", "O", "O", "H", "H", "H", "H", "H", "H", "H", "H", "H", "H", "H"], "positions_angstrom": [[0.52553, -2.20390, 1.16667], [0.29011, -0.81485, 1.38368], [0.35021, -0.05406, 0.07031], [-0.02695, 1.45805, -1.68054], [0.19958, 1.34330, -0.16173], [-0.06216, 2.41054, 0.68718], [-0.51980, -1.22153, -2.58353], [-0.11428, 0.00191, 2.25886], [-2.09416, -2.60683, -0.53807], [1.12435, -2.54073, 0.29113], [0.20863, -2.81450, 1.96480], [0.44407, -0.47933, -0.82443], [0.97434, 1.33000, -2.35074], [-0.65791, 2.26724, -2.06317], [-0.51465, 0.49524, -1.99772], [-1.68609, -2.16947, 0.03414], [-0.37302, 3.36023, 0.25794], [-0.08211, 2.23979, 1.75657], [-0.27884, -2.10506, -2.79669]], "lowdin_charge": [0.201, -0.436, 0.155, -0.077, -0.267, 0.164, -0.332, -0.013, 0.077, 0.108, 0.067, 0.057, 0.138, 0.075, 0.017, 0.028, 0.079, 0.057, -0.098]}

***

--- B ---
{"formula": "C5H11NO2", "method": "ωB97M-V with the def2-TZVPD basis set", "multiplicity": 1, "total_charge": 0, "homo_ev": -9.45, "homo_lumo_gap_ev": 10.277, "symbols": ["C", "C", "N", "O", "H", "H", "H", "H", "H", "C", "C", "C", "O", "H", "H", "H", "H", "H", "H"], "positions_angstrom": [[-0.19131, -1.70852, 0.02487], [0.84499, -1.58975, 1.11826], [0.84911, -2.61830, 2.02705], [1.65672, -0.69265, 1.17225], [-0.92459, -2.48721, 0.23172], [0.31822, -1.95870, -0.90665], [-0.68917, -0.75550, -0.12366], [1.43586, -2.49308, 2.83623], [0.02621, -3.18270, 2.15671], [0.87312, 1.09855, -1.79017], [0.34457, 2.01633, -0.99630], [-1.10618, 2.06190, -0.64579], [-1.26308, 1.72141, 0.73816], [1.90354, 1.14826, -2.11222], [0.26706, 0.26747, -2.12846], [0.97184, 2.76410, -0.52468], [-1.48032, 3.07478, -0.82461], [-1.68261, 1.36578, -1.26442], [-2.15396, 1.96781, 1.01168]], "lowdin_charge": [-0.008, -0.588, 0.139, 0.046, 0.071, 0.086, 0.056, 0.102, 0.089, 0.009, -0.166, -0.278, -0.078, 0.060, 0.052, 0.106, 0.113, 0.109, 0.081]}

***

Q: Which of them is the least stable? A: A.

***

--- A ---
{"formula": "C5H11NO2", "method": "ωB97M-V with the def2-TZVPD basis set", "multiplicity": 1, "total_charge": 0, "homo_ev": -8.69, "homo_lumo_gap_ev": 4.012, "symbols": ["O", "C", "O", "C", "C", "C", "C", "N", "H", "H", "H", "H", "H", "H", "H", "H", "H", "H", "H"], "positions_angstrom": [[-2.98102, -1.91831, -0.13984], [-2.25904, 0.94215, -0.15590], [0.62111, 2.82304, -0.35900], [-1.12297, 0.44396, 0.46151], [2.95642, -0.63557, 0.19289], [1.86036, -1.33013, 0.11774], [2.40423, 0.29459, -0.73182], [-1.07367, -0.77589, 0.93965], [-3.21499, 0.47435, 0.04475], [-2.32977, 2.01873, -0.28933], [3.01104, 0.53976, -1.60558], [1.67575, -2.36120, 0.41504], [-0.22532, -1.33072, 0.70950], [-0.25245, 1.08922, 0.38376], [1.46182, 0.78697, -0.59451], [3.96392, -0.55505, 0.57929], [0.31369, 3.72404, -0.19581], [-2.90699, -2.88239, -0.11598], [-1.90210, -1.34753, 0.34366]], "lowdin_charge": [-0.223, 0.213, -0.276, -0.183, -0.239, 0.001, 0.052, 0.168, 0.081, 0.087, 0.083, 0.057, 0.072, 0.066, -0.001, 0.100, -0.065, -0.007, 0.012]}

***

--- B ---
{"formula": "C5H11NO2", "method": "ωB97M-V with the def2-TZVPD basis set", "multiplicity": 1, "total_charge": 0, "homo_ev": -8.12, "homo_lumo_gap_ev": 8.703, "symbols": ["C", "C", "C", "C", "C", "N", "H", "H", "H", "H", "H", "H", "H", "O", "H", "H", "O", "H", "H"], "positions_angstrom": [[-0.76868, 1.43711, -2.03438], [-0.14504, 1.48751, -0.68423], [-0.58086, 2.12339, 0.45296], [0.44331, 1.93704, 1.45103], [1.32062, 1.02539, 0.94778], [0.95289, 0.73997, -0.36162], [-0.34505, 2.13877, -2.75436], [-0.63217, 0.44389, -2.47772], [-1.84630, 1.57639, -2.01570], [-1.44324, 2.76803, 0.46911], [0.39230, 2.34267, 2.44351], [2.04930, 0.37487, 1.40304], [1.43300, 0.14246, -1.01156], [2.69880, -2.64518, -0.14246], [3.19352, -3.20625, 0.45328], [2.72007, -1.70237, 0.08821], [-3.25609, -3.59130, 0.88826], [-3.71617, -4.12473, 1.56732], [-2.47021, -3.26767, 1.31753]], "lowdin_charge": [-0.039, -0.349, -0.057, -0.099, -0.142, 0.049, 0.075, 0.076, 0.077, 0.097, 0.086, 0.095, 0.142, -0.060, 0.032, 0.017, -0.066, 0.046, 0.020]}

***

Q: Which of them is the least stable? A: A.

***

--- A ---
{"formula": "C5H11NO2", "method": "ωB97M-V with the def2-TZVPD basis set", "multiplicity": 1, "total_charge": 0, "homo_ev": -10.08, "homo_lumo_gap_ev": 10.928, "symbols": ["C", "C", "C", "C", "N", "O", "C", "O", "H", "H", "H", "H", "H", "H", "H", "H", "H", "H", "H"], "positions_angstrom": [[0.34546, 1.39529, -0.79443], [-0.34815, 0.38554, 0.10857], [-1.36435, -0.59996, -0.68145], [-1.05841, 1.04996, 1.27902], [0.39786, -0.73325, 0.55356], [1.94028, -0.42571, 0.95456], [1.62007, -1.17662, -0.10875], [1.82080, -2.53205, -0.09354], [0.63268, 0.96073, -1.74957], [1.24758, 1.74638, -0.29305], [-0.31672, 2.23779, -0.98101], [-0.88097, -1.20492, -1.44448], [-2.03219, 0.10102, -1.17846], [-1.93330, -1.20931, 0.01170], [-0.32765, 1.62517, 1.84714], [-1.84346, 1.71466, 0.92394], [-1.49018, 0.30128, 1.93755], [1.82653, -0.80481, -1.11570], [1.76411, -2.83119, 0.82440]], "lowdin_charge": [-0.033, -0.602, -0.004, -0.033, 0.091, 0.039, -0.530, 0.055, 0.078, 0.089, 0.086, 0.083, 0.081, 0.080, 0.088, 0.084, 0.084, 0.155, 0.110]}

***

--- B ---
{"formula": "C5H11NO2", "method": "ωB97M-V with the def2-TZVPD basis set", "multiplicity": 1, "total_charge": 0, "homo_ev": -9.85, "homo_lumo_gap_ev": 10.619, "symbols": ["C", "N", "C", "C", "C", "C", "O", "H", "H", "H", "H", "H", "H", "H", "H", "H", "O", "H", "H"], "positions_angstrom": [[1.79587, -0.50759, -1.04893], [0.92650, 0.40838, -1.36543], [-0.46541, 0.08372, -1.92821], [-1.48546, 0.81012, -1.09441], [-1.28280, 0.83023, 0.43771], [-1.24041, -0.64957, 0.89708], [-0.32993, -1.13517, 1.52311], [1.85034, -1.56016, -1.22315], [2.70174, -0.10264, -0.61332], [-0.63666, -0.96185, -1.97838], [-0.24257, 0.45953, -2.93664], [-1.47732, 1.94061, -1.35334], [-2.48965, 0.44048, -1.40009], [-0.36972, 1.31003, 0.63540], [-1.93380, 1.38815, 1.09397], [-2.01684, -1.27321, 0.43627], [1.75968, 0.22705, 2.14798], [1.72642, -0.22581, 1.32705], [1.03377, -0.41025, 2.62202]], "lowdin_charge": [-0.053, -0.009, -0.217, -0.212, -0.146, -0.212, 0.016, 0.069, 0.067, 0.090, 0.119, 0.140, 0.113, 0.079, 0.117, 0.124, -0.124, -0.067, 0.107]}

***

--- C ---
{"formula": "C5H11NO2", "method": "ωB97M-V with the def2-TZVPD basis set", "multiplicity": 1, "total_charge": 0, "homo_ev": -9.66, "homo_lumo_gap_ev": 10.345, "symbols": ["C", "C", "O", "C", "C", "C", "N", "O", "H", "H", "H", "H", "H", "H", "H", "H", "H", "H", "H"], "positions_angstrom": [[0.39421, -2.10266, -0.25003], [0.14736, -0.70479, -0.79038], [0.78473, -0.60402, -2.02973], [0.55145, 0.39397, 0.20800], [0.45013, 1.81138, -0.35759], [-0.36426, 0.19998, 1.42214], [-1.64905, 0.64891, 1.30583], [0.07866, -0.14620, 2.50156], [1.45102, -2.22203, -0.02412], [0.09959, -2.83967, -0.99226], [-0.18350, -2.25941, 0.65779], [-1.00152, -0.55644, -0.83485], [0.69133, 0.29112, -2.37468], [1.57742, 0.20530, 0.53605], [1.23432, 1.99424, -1.09085], [-0.50829, 1.98648, -0.84724], [0.55828, 2.53456, 0.44774], [-2.25311, 0.52173, 2.10171], [-2.05880, 0.84753, 0.41088]], "lowdin_charge": [-0.026, -0.448, -0.010, -0.259, -0.051, -0.534, 0.172, 0.056, 0.092, 0.084, 0.082, 0.152, 0.085, 0.153, 0.080, 0.079, 0.090, 0.113, 0.091]}

***

--- D ---
{"formula": "C5H11NO2", "method": "ωB97M-V with the def2-TZVPD basis set", "multiplicity": 1, "total_charge": 0, "homo_ev": -9.43, "homo_lumo_gap_ev": 10.277, "symbols": ["C", "C", "C", "C", "O", "N", "C", "O", "H", "H", "H", "H", "H", "H", "H", "H", "H", "H", "H"], "positions_angstrom": [[-0.29095, -1.70512, -1.43818], [-0.53902, -0.23350, -0.97745], [0.67348, 0.32909, -0.09003], [0.59129, -0.24418, 1.38630], [0.34420, -1.64747, 1.29906], [0.61654, 1.80728, 0.00167], [-0.53929, 2.36426, 0.46749], [-1.45270, 1.68732, 0.87878], [-0.81438, -2.31225, -0.56943], [-0.66637, -1.85740, -2.44811], [0.78202, -1.97660, -1.34327], [-0.62408, 0.48173, -1.85355], [-1.41877, -0.35976, -0.39999], [1.61945, -0.06271, -0.44734], [1.62846, -0.26214, 1.77774], [-0.22966, 0.11415, 1.97931], [-0.48366, -1.96333, 1.73744], [1.36993, 2.39518, -0.29797], [-0.56649, 3.44544, 0.33752]], "lowdin_charge": [-0.115, -0.192, -0.245, -0.186, -0.123, 0.054, -0.352, 0.010, 0.097, 0.057, 0.067, 0.125, 0.075, 0.132, 0.124, 0.106, 0.115, 0.125, 0.126]}

***

Q: Which of them is the least stable? A: A.